Formula: C3H9N2O3
Source: the Open Molecules 2025 dataset
Level of theory: ωB97M-V/def2-TZVPD

As for the spin multiplicity: 1. The calculation puts the energy above the lowest of the compared OMol25 structures with the same formula, charge and spin at 8.7653 eV. Its total charge is -1. The value obtained for the LUMO energy is 0.10 eV. As for the calculated total energy: -454.712488 Eh.

Geometry (Å):
O: 0.520 0.308 -2.029
C: 0.512 -0.105 -0.757
N: 0.624 -1.605 -0.477
C: -0.861 0.417 -0.126
O: -1.369 -0.139 1.046
C: 1.784 0.503 0.084
N: 2.032 -0.298 1.298
H: 1.129 -2.107 -1.227
H: -0.718 1.467 -0.038
H: -1.593 0.135 -0.969
H: 2.678 0.439 -0.598
H: 1.591 1.562 0.412
H: 1.156 -1.702 0.371
H: 3.106 -0.332 1.426
H: -4.496 0.942 0.203
H: -2.389 -0.021 1.002
O: -3.707 0.536 0.381

From a natural (NBO) analysis of the wavefunction, the atomic charges in e read:
1 O -0.523
2 C 0.409
3 N -0.807
4 C -0.034
5 O -0.745
6 C -0.264
7 N -0.560
8 H 0.351
9 H 0.153
10 H 0.219
11 H 0.180
12 H 0.257
13 H 0.374
14 H 0.311
15 H 0.422
16 H 0.552
17 O -1.295

---

Formula: C32H87F3IN35O19S
Source: the Open Molecules 2025 dataset
Level of theory: ωB97M-V/def2-TZVPD

As for the spin multiplicity: 1. Its total charge is 0. The value obtained for the LUMO energy is -0.11 eV. As for the calculated total energy: -5613.438209 Eh.

Geometry (Å):
C: -3.759 3.777 0.667
C: -2.751 4.070 -0.549
N: -2.563 3.037 -1.559
C: -2.222 1.683 -1.139
C: -1.082 1.872 0.008
C: -1.540 0.980 -2.466
N: -0.928 2.010 -3.373
O: -0.464 0.084 -2.142
C: -0.460 -1.140 -2.875
C: -1.542 -2.231 -2.404
I: -0.610 -0.989 -5.039
C: 0.975 -1.813 -2.578
C: 2.048 -1.213 -1.672
C: 3.359 -1.929 -1.497
N: 3.831 -3.156 -2.011
C: 2.809 -3.667 -2.843
C: 1.453 -3.125 -3.203
N: -3.306 0.863 -0.515
C: -2.872 -0.414 0.094
C: -2.972 -0.425 1.711
O: -1.927 -0.221 2.384
N: -4.220 -0.625 2.445
C: -4.252 0.210 3.683
C: -4.519 -2.063 2.706
S: -4.717 0.646 -1.420
O: -5.278 1.846 -2.115
O: -4.693 -0.481 -2.422
C: -6.072 0.155 -0.187
F: -7.286 0.380 -0.900
F: -6.069 -1.203 0.125
F: -6.133 1.007 0.920
H: -4.560 3.058 0.299
H: -3.234 3.419 1.623
H: -4.272 4.768 0.931
H: -3.202 4.987 -1.088
H: -1.789 4.490 -0.076
H: -3.085 3.128 -2.425
H: -0.494 0.928 0.219
H: -0.334 2.685 -0.269
H: -1.545 2.189 1.012
H: -2.385 0.518 -3.081
H: -1.641 2.477 -3.938
H: -0.336 2.658 -2.847
H: -1.242 -3.205 -2.940
H: -1.459 -2.488 -1.285
H: -2.604 -2.011 -2.739
H: 1.854 -0.233 -1.136
H: 4.124 -1.391 -0.829
H: 3.078 -4.676 -3.326
H: 0.785 -3.686 -3.930
H: -1.820 -0.757 -0.143
H: -3.563 -1.269 -0.258
H: -5.287 0.359 4.124
H: -3.630 -0.345 4.472
H: -3.811 1.242 3.503
H: -5.611 -2.235 2.374
H: -4.526 -2.233 3.840
H: -3.869 -2.797 2.136
C: 0.511 6.056 1.626
O: -0.081 5.024 1.338
N: -0.084 7.090 2.270
N: 1.817 6.251 1.325
H: 0.387 7.942 2.514
H: -1.055 6.983 2.512
H: 2.295 5.503 0.845
H: 2.325 7.086 1.550
C: 3.881 3.516 2.365
O: 4.326 4.361 1.595
N: 4.650 2.531 2.891
N: 2.587 3.496 2.752
H: 4.306 1.831 3.521
H: 5.621 2.514 2.624
H: 1.984 4.214 2.380
H: 2.201 2.814 3.380
C: -7.498 2.140 -5.678
O: -8.044 2.617 -6.665
N: -7.818 0.923 -5.181
N: -6.521 2.792 -4.992
H: -7.380 0.517 -4.373
H: -8.538 0.404 -5.659
H: -6.251 3.703 -5.327
H: -6.063 2.414 -4.180
C: -4.829 2.357 6.787
O: -4.280 1.799 5.846
N: -4.286 2.405 8.027
N: -6.033 2.979 6.667
H: -4.721 2.857 8.810
H: -3.392 1.955 8.158
H: -6.468 2.965 5.760
H: -6.500 3.442 7.424
C: -1.889 3.047 10.592
O: -1.813 2.420 9.545
N: -1.975 4.403 10.626
N: -1.893 2.447 11.807
H: -2.039 4.938 11.472
H: -1.975 4.885 9.742
H: -1.831 1.438 11.825
H: -1.955 2.947 12.675
C: -3.809 0.822 -7.756
O: -3.282 0.267 -8.709
N: -3.243 0.864 -6.524
N: -5.009 1.448 -7.841
H: -3.665 1.316 -5.733
H: -2.350 0.413 -6.408
H: -5.468 1.443 -8.737
H: -5.455 1.908 -7.067
C: -2.822 -1.406 11.539
O: -2.097 -0.507 11.138
N: -2.586 -2.077 12.694
N: -3.925 -1.810 10.861
H: -3.169 -2.818 13.040
H: -1.776 -1.806 13.226
H: -4.132 -1.335 9.997
H: -4.533 -2.546 11.170
C: 7.871 3.351 -0.029
O: 7.263 2.324 -0.312
N: 7.287 4.391 0.613
N: 9.179 3.531 -0.338
H: 7.765 5.239 0.853
H: 6.312 4.291 0.858
H: 9.647 2.778 -0.817
H: 9.696 4.363 -0.117
C: 5.557 -6.644 -1.557
O: 5.338 -6.735 -2.760
N: 6.105 -7.650 -0.834
N: 5.268 -5.525 -0.845
H: 6.292 -7.593 0.154
H: 6.335 -8.500 -1.328
H: 4.857 -4.751 -1.350
H: 5.439 -5.431 0.140
C: 7.024 -10.032 -3.970
O: 7.389 -10.266 -2.826
N: 6.046 -10.744 -4.586
N: 7.564 -9.043 -4.722
H: 5.732 -10.569 -5.522
H: 5.620 -11.488 -4.059
H: 8.293 -8.492 -4.299
H: 7.279 -8.835 -5.661
C: 8.815 -1.113 -1.106
O: 9.874 -0.566 -1.395
N: 7.838 -0.487 -0.410
N: 8.534 -2.393 -1.461
H: 6.965 -0.916 -0.164
H: 8.010 0.468 -0.130
H: 9.237 -2.890 -1.980
H: 7.674 -2.859 -1.235
C: -10.942 -0.316 -3.274
O: -10.420 -0.871 -4.230
N: -10.365 -0.277 -2.046
N: -12.142 0.310 -3.359
H: -10.776 0.173 -1.249
H: -9.473 -0.731 -1.944
H: -12.601 0.303 -4.254
H: -12.588 0.772 -2.587
C: -4.404 5.825 -8.596
O: -4.253 7.038 -8.622
N: -5.538 5.238 -8.135
N: -3.451 4.959 -9.025
H: -5.680 4.244 -8.106
H: -6.270 5.846 -7.808
H: -2.595 5.356 -9.374
H: -3.556 3.960 -9.011
C: 13.985 0.464 -2.706
O: 15.042 1.008 -2.994
N: 12.981 1.107 -2.062
N: 13.724 -0.834 -3.007
H: 12.106 0.675 -1.817
H: 13.134 2.071 -1.820
H: 14.445 -1.347 -3.486
H: 12.863 -1.298 -2.779
C: 5.620 -8.690 2.745
O: 6.339 -7.787 2.337
N: 5.865 -9.351 3.904
N: 4.518 -9.107 2.074
H: 5.289 -10.093 4.256
H: 6.675 -9.069 4.430
H: 4.303 -8.640 1.207
H: 3.916 -9.844 2.391

Löwdin population analysis, charges in e, atoms 1 to 99:
1 C -0.091
2 C -0.248
3 N -0.043
4 C -0.390
5 C 0.006
6 C -0.317
7 N 0.064
8 O -0.164
9 C -0.784
10 C -0.110
11 I 1.065
12 C -0.170
13 C 0.012
14 C -0.122
15 N 0.011
16 C -0.112
17 C -0.041
18 N -0.142
19 C -0.097
20 C -0.314
21 O 0.054
22 N -0.206
23 C -0.111
24 C -0.078
25 S 0.816
26 O -0.312
27 O -0.320
28 C -0.449
29 F 0.045
30 F 0.085
31 F 0.088
32 H 0.046
33 H 0.073
34 H 0.078
35 H 0.129
36 H 0.089
37 H 0.107
38 H 0.082
39 H 0.101
40 H 0.093
41 H 0.123
42 H 0.072
43 H 0.089
44 H 0.079
45 H 0.100
46 H 0.073
47 H 0.105
48 H 0.103
49 H 0.116
50 H 0.089
51 H 0.117
52 H 0.128
53 H 0.091
54 H 0.099
55 H 0.094
56 H 0.084
57 H 0.098
58 H 0.100
59 C -0.686
60 O 0.007
61 N 0.160
62 N 0.161
63 H 0.098
64 H 0.108
65 H 0.092
66 H 0.108
67 C -0.671
68 O 0.001
69 N 0.166
70 N 0.178
71 H 0.100
72 H 0.103
73 H 0.057
74 H 0.108
75 C -0.718
76 O 0.010
77 N 0.181
78 N 0.157
79 H 0.096
80 H 0.102
81 H 0.101
82 H 0.058
83 C -0.673
84 O 0.007
85 N 0.163
86 N 0.146
87 H 0.094
88 H 0.080
89 H 0.103
90 H 0.091
91 C -0.687
92 O 0.012
93 N 0.146
94 N 0.160
95 H 0.091
96 H 0.104
97 H 0.066
98 H 0.093
99 C -0.701

---

Formula: C16H13N3O2S
Source: the Open Molecules 2025 dataset
Level of theory: ωB97M-V/def2-TZVPD

As for the spin multiplicity: 1. The calculation puts the energy above the lowest of the compared OMol25 structures with the same formula, charge and spin at 2.3500 eV. Its total charge is 0. As for the SMILES: O=C(NNC(=O)c1sccc1-n1cccc1)c1ccccc1. The value obtained for the LUMO energy is 0.27 eV. As for the calculated total energy: -1330.428726 Eh.

Geometry (Å):
O: -2.692 1.675 2.041
C: -2.362 0.744 1.339
N: -1.077 0.274 1.412
N: -0.602 -0.883 0.827
C: 0.481 -0.989 0.000
O: 0.815 -2.086 -0.395
C: 1.157 0.272 -0.351
S: 0.193 1.628 -0.864
C: 1.589 2.578 -1.138
C: 2.730 1.910 -0.848
C: 2.504 0.577 -0.405
N: 3.563 -0.227 -0.017
C: 3.705 -1.580 -0.176
C: 4.920 -1.948 0.317
C: 5.551 -0.781 0.806
C: 4.702 0.258 0.578
C: -3.285 0.039 0.412
C: -4.582 -0.205 0.858
C: -5.491 -0.848 0.038
C: -5.118 -1.235 -1.239
C: -3.838 -0.968 -1.697
C: -2.921 -0.336 -0.877
H: -0.487 0.720 2.109
H: -1.060 -1.758 1.060
H: 1.480 3.577 -1.510
H: 3.713 2.327 -0.969
H: 2.937 -2.167 -0.635
H: 5.324 -2.941 0.328
H: 6.517 -0.723 1.267
H: 4.800 1.296 0.829
H: -4.860 0.114 1.851
H: -6.492 -1.042 0.393
H: -5.828 -1.735 -1.881
H: -3.552 -1.253 -2.698
H: -1.935 -0.111 -1.254

From a natural (NBO) analysis of the wavefunction, the atomic charges in e read:
1 O -0.585
2 C 0.644
3 N -0.458
4 N -0.448
5 C 0.645
6 O -0.590
7 C -0.366
8 S 0.472
9 C -0.377
10 C -0.266
11 C 0.186
12 N -0.356
13 C -0.045
14 C -0.299
15 C -0.283
16 C -0.074
17 C -0.097
18 C -0.191
19 C -0.211
20 C -0.194
21 C -0.201
22 C -0.207
23 H 0.406
24 H 0.408
25 H 0.245
26 H 0.236
27 H 0.249
28 H 0.223
29 H 0.222
30 H 0.211
31 H 0.232
32 H 0.218
33 H 0.217
34 H 0.218
35 H 0.214

---

Q: Among the records above, which one has the highest calculated total energy?
A: C3H9N2O3

---

Q: Which formula does entry 3 have?
A: C16H13N3O2S

---

Q: calculated total energy of number 1 (C3H9N2O3)?
A: -454.712488 Eh